This record from the OMol25 dataset describes C41H44LuN5O4PS as an isolated structure in a non-equilibrium geometry. The level of theory is the ωB97M-V functional and the def2-TZVPD basis.

The frontier orbital gap comes out at 0.25669 hartree. The LUMO energy comes out at 2.60 eV. Its total charge is -1.

Geometry as XYZ:
```
97
C41H44LuN5O4PS the ωB97M-V functional and the def2-TZVPD basis
Lu -19.38 -4.91 -3.68
O -21.17 -5.39 -8.08
C -22.29 -4.68 -7.85
C -23.03 -4.36 -8.99
C -24.21 -3.67 -8.94
C -24.66 -3.22 -7.69
C -23.89 -3.47 -6.58
C -22.72 -4.24 -6.58
C -22.00 -4.65 -5.33
O -20.75 -5.06 -5.42
N -22.57 -4.39 -4.17
N -21.68 -4.54 -3.12
C -22.16 -4.09 -2.00
C -21.54 -4.24 -0.75
C -22.20 -3.61 0.33
C -21.62 -3.62 1.56
C -20.44 -4.37 1.83
C -19.80 -5.03 0.81
C -20.28 -4.90 -0.52
O -19.64 -5.38 -1.52
H -20.66 -5.54 -7.28
H -22.64 -4.65 -9.96
H -24.74 -3.38 -9.87
H -25.56 -2.62 -7.58
H -24.29 -3.04 -5.65
H -23.17 -3.71 -2.03
H -23.16 -3.14 0.10
H -22.11 -3.02 2.30
H -20.07 -4.39 2.87
H -18.88 -5.57 0.94
C -16.07 -4.76 -4.10
C -16.42 -3.73 -5.13
N -17.78 -3.85 -5.67
C -17.96 -2.65 -6.45
C -19.35 -2.12 -6.72
S -18.98 -2.29 -2.87
C -17.31 -2.42 -2.22
C -16.92 -3.85 -1.91
N -17.04 -4.79 -3.00
H -15.04 -4.60 -3.74
H -16.12 -5.75 -4.60
H -15.73 -3.76 -5.98
H -16.37 -2.72 -4.68
H -17.97 -4.68 -6.22
H -17.43 -2.70 -7.41
H -17.49 -1.87 -5.83
H -19.89 -1.81 -5.81
H -20.02 -2.87 -7.24
H -17.16 -1.79 -1.28
H -16.59 -1.99 -2.93
H -17.64 -4.17 -1.16
H -15.96 -3.97 -1.42
H -17.18 -5.75 -2.66
C -25.46 2.05 -8.07
C -25.42 0.74 -8.54
C -24.27 0.00 -8.26
C -23.26 0.51 -7.46
C -23.37 1.77 -6.90
C -24.49 2.53 -7.18
P -22.02 -0.70 -6.91
C -21.75 -0.30 -5.16
C -20.95 0.76 -4.71
C -20.86 1.04 -3.35
C -21.59 0.32 -2.45
C -22.40 -0.68 -2.89
C -22.46 -1.06 -4.22
C -20.46 -0.16 -7.82
C -20.50 0.83 -8.81
C -19.39 1.20 -9.57
C -18.20 0.48 -9.39
C -18.18 -0.55 -8.48
C -19.28 -0.90 -7.66
H -26.26 2.70 -8.34
H -26.24 0.36 -9.12
H -24.17 -0.97 -8.63
H -22.71 2.05 -6.15
H -24.64 3.51 -6.79
H -20.41 1.36 -5.39
H -20.28 1.86 -3.02
H -21.52 0.46 -1.38
H -22.96 -1.20 -2.15
H -22.87 -2.01 -4.50
H -21.41 1.42 -8.94
H -19.41 2.05 -10.22
H -17.28 0.68 -9.96
H -17.22 -1.05 -8.42
N -19.43 -8.56 -7.60
C -19.00 -7.74 -6.62
O -18.50 -6.66 -6.96
C -19.17 -8.13 -5.11
C -18.42 -7.19 -4.14
H -19.30 -8.20 -8.49
H -19.92 -9.45 -7.44
H -18.91 -9.21 -5.01
H -20.24 -8.14 -4.93
H -17.34 -7.34 -4.23
H -18.65 -7.54 -3.13
```

Need the Mulliken charges? In units of e they are:
1. Lu 2.08
2. O -0.70
3. C 0.75
4. C -0.85
5. C -0.08
6. C -0.79
7. C -0.24
8. C 0.09
9. C 0.56
10. O -0.13
11. N -1.01
12. N 0.24
13. C -0.57
14. C 0.82
15. C -0.94
16. C -0.68
17. C -0.42
18. C -0.57
19. C 0.14
20. O -0.79
21. H 0.01
22. H 0.40
23. H 0.35
24. H 0.42
25. H 0.23
26. H 0.49
27. H 0.30
28. H 0.36
29. H 0.34
30. H 0.46
31. C -1.20
32. C -0.67
33. N 0.78
34. C -2.23
35. C 2.25
36. S -0.21
37. C -0.98
38. C -0.50
39. N 0.05
40. H 0.42
41. H 0.21
42. H 0.46
43. H 0.35
44. H 0.02
45. H 0.31
46. H 0.55
47. H -0.69
48. H -0.08
49. H 0.41
50. H 0.24
51. H -0.10
52. H 0.47
53. H 0.44
54. C -0.59
55. C -0.63
56. C -0.98
57. C -0.16
58. C -0.12
59. C -0.69
60. P 1.75
61. C 0.65
62. C -0.67
63. C -0.99
64. C -0.57
65. C -0.62
66. C -0.25
67. C 0.35
68. C -0.88
69. C -0.90
70. C -0.79
71. C -0.84
72. C 0.24
73. H 0.38
74. H 0.43
75. H 0.84
76. H 0.51
77. H 0.41
78. H 0.67
79. H 0.41
80. H 0.37
81. H 0.31
82. H 0.25
83. H 0.29
84. H 0.43
85. H 0.33
86. H 0.25
87. N -0.46
88. C 0.66
89. O -0.72
90. C -0.91
91. C -1.43
92. H 0.25
93. H 0.19
94. H 0.49
95. H 0.34
96. H 0.41
97. H 0.38